Entry 1:
C3H11NP | the ωB97M-V functional and the def2-TZVPD basis

Calculated values
- Net charge: +1
- Energy above the lowest of the compared OMol25 structures with the same formula, charge and spin: 475.2 kJ/mol
- Frontier orbital gap: 10.752 eV
- HOMO level: -14.76 eV

Last column: natural (NBO) charge in e.
CARTESIAN COORDINATES (ANGSTROEM)
C: -1.7292 -0.3118 0.1198  -0.366
C: 0.3104 1.4208 0.5169  -0.424
C: 1.0488 -0.8638 0.6257  -0.425
N: 0.1163 0.0848 -0.0184  -0.433
P: 0.0636 0.0076 -1.9769  0.583
H: -2.1610 0.4948 -0.6221  0.272
H: -1.8595 -1.3854 -0.2109  0.233
H: -1.8878 -0.4573 1.2003  0.244
H: 0.0000 1.5775 1.6230  0.240
H: 1.2796 1.6302 0.2524  0.217
H: -0.2847 2.0594 0.0590  0.217
H: 1.9932 -0.4941 0.7311  0.229
H: 0.6589 -0.8981 1.6093  0.215
H: 1.0483 -1.9000 0.2091  0.237
H: 1.3561 0.3811 -2.0820  -0.023
H: 0.0470 -1.3458 -2.0365  -0.016

Entry 2:
C3H11NP | the ωB97M-V functional and the def2-TZVPD basis

Calculated values
- Net charge: +1
- Energy above the lowest of the compared OMol25 structures with the same formula, charge and spin: 217.7 kJ/mol
- Frontier orbital gap: 11.045 eV
- Structure (SMILES): C[NH+](C)CP
- HOMO level: -14.27 eV

Last column: natural (NBO) charge in e.
CARTESIAN COORDINATES (ANGSTROEM)
C: -1.6616 -0.2147 0.7180  -0.422
C: -0.4877 -0.0109 -1.3988  -0.427
C: 0.7443 0.2412 0.6968  -0.497
N: -0.3873 -0.4317 0.0092  -0.347
P: 2.4082 -0.2914 -0.0616  0.297
H: -1.8989 0.8480 0.7256  0.237
H: -2.4673 -0.7504 0.2193  0.241
H: -1.5916 -0.5668 1.7454  0.241
H: -0.6706 1.0617 -1.4472  0.236
H: 0.4396 -0.2392 -1.9252  0.242
H: -1.3071 -0.5312 -1.8915  0.244
H: 0.7373 -0.0642 1.7458  0.248
H: 0.5886 1.3202 0.6505  0.244
H: -0.1840 -1.4392 0.0146  0.439
H: 2.5929 0.8701 -0.8102  0.002
H: 3.1449 0.1986 1.0093  0.023

Entry 3:
C3H11NS | the ωB97M-V functional and the def2-TZVPD basis

Calculated values
- Energy above the lowest of the compared OMol25 structures with the same formula, charge and spin: 151.8 kJ/mol
- Frontier orbital gap: 9.926 eV
- Structure (SMILES): CNC.CS
- HOMO level: -9.09 eV

Last column: natural (NBO) charge in e.
CARTESIAN COORDINATES (ANGSTROEM)
C: 1.9160 3.5601 -1.0198  -0.683
S: 1.8944 2.4553 0.5508  -0.081
H: 2.1334 4.5532 -0.6852  0.211
H: 1.0208 3.7473 -1.6005  0.210
H: 2.6413 3.1357 -1.6801  0.215
C: -1.0338 -3.1291 0.9527  -0.426
N: -1.9602 -1.9908 0.4678  -0.616
C: -0.9717 -1.0579 -0.1772  -0.442
H: -1.5172 -4.1136 1.0042  0.195
H: -0.7666 -2.8728 1.9693  0.196
H: -0.1353 -3.2008 0.3377  0.175
H: -2.5402 -2.2663 -0.3235  0.347
H: 1.3213 3.5119 1.1905  0.128
H: -0.7976 -1.3175 -1.2474  0.175
H: -1.2018 0.0006 -0.0442  0.201
H: -0.0028 -1.0153 0.3049  0.195